Entry 1:
Here is a cluster of 13 separate species, C63H148N4O13 in total at a distorted geometry from the Open Molecules 2025 dataset. Energies are from wB97M-V/def2-TZVPD.

* F_max: 2.08 eV/Å
* spin multiplicity: 1
* energy relative to the best compared isomer or geometry (same formula, charge and spin): 1.145 eV

Last column: Löwdin charge in e.
Cartesian coordinates (Å):
C (3.68, -3.21, 2.86)  -0.005
C (4.08, -2.45, 1.58)  -0.488
C (3.21, -1.22, 1.28)  -0.125
C (3.55, 0.00, 2.12)  -0.158
C (5.03, 0.30, 1.90)  -0.138
C (5.96, -0.83, 2.34)  -0.522
N (5.49, -2.03, 1.65)  -0.097
O (6.40, -3.11, 1.84)  -0.021
C (7.36, -0.50, 1.85)  -0.027
C (5.92, -0.93, 3.87)  -0.032
C (3.96, -3.37, 0.38)  -0.027
H (2.59, -3.24, 3.02)  0.070
H (4.11, -2.73, 3.74)  0.063
H (3.98, -4.26, 2.84)  0.085
H (3.29, -0.98, 0.22)  0.096
H (2.20, -1.58, 1.49)  0.110
H (3.35, -0.23, 3.17)  0.083
H (2.95, 0.87, 1.83)  0.092
H (5.35, 1.26, 2.32)  0.127
H (5.17, 0.46, 0.82)  0.104
H (7.32, -0.20, 0.81)  0.079
H (7.72, 0.38, 2.39)  0.085
H (8.05, -1.33, 1.96)  0.079
H (4.96, -0.83, 4.36)  0.060
H (6.41, -1.85, 4.21)  0.089
H (6.60, -0.18, 4.31)  0.082
H (4.22, -2.89, -0.57)  0.072
H (2.97, -3.80, 0.25)  0.072
H (4.72, -4.15, 0.38)  0.083
H (6.70, -3.29, 0.94)  0.097
C (-2.92, 7.11, 0.08)  -0.033
C (-2.79, 5.92, 1.05)  -0.511
C (-1.32, 5.48, 1.00)  -0.143
C (-0.96, 4.45, 2.07)  -0.164
C (-1.23, 5.14, 3.40)  -0.144
C (-2.67, 5.61, 3.57)  -0.528
N (-3.02, 6.40, 2.40)  -0.116
O (-4.22, 7.13, 2.56)  -0.010
C (-3.59, 4.39, 3.79)  -0.022
C (-2.73, 6.48, 4.82)  -0.040
C (-3.77, 4.84, 0.60)  -0.010
H (-3.98, 7.38, 0.01)  0.083
H (-2.57, 6.83, -0.92)  0.082
H (-2.40, 7.99, 0.46)  0.087
H (-1.05, 5.19, -0.01)  0.109
H (-0.71, 6.37, 1.20)  0.125
H (0.11, 4.22, 2.05)  0.106
H (-1.60, 3.58, 1.89)  0.087
H (-0.55, 6.00, 3.48)  0.123
H (-0.89, 4.57, 4.27)  0.122
H (-3.39, 3.62, 3.05)  0.058
H (-3.32, 3.95, 4.75)  0.084
H (-4.64, 4.65, 3.75)  0.089
H (-3.72, 6.89, 5.01)  0.080
H (-2.42, 5.93, 5.71)  0.085
H (-2.07, 7.35, 4.70)  0.088
H (-3.46, 3.82, 0.86)  0.069
H (-3.92, 4.84, -0.47)  0.062
H (-4.74, 5.05, 1.06)  0.089
H (-3.92, 8.04, 2.59)  0.107
C (3.59, 0.76, -3.37)  -0.034
C (4.80, -0.12, -3.52)  -0.523
C (4.34, -1.47, -4.04)  -0.135
C (5.49, -2.33, -4.54)  -0.186
C (6.51, -1.57, -5.37)  -0.129
C (6.98, -0.21, -4.84)  -0.523
N (5.78, 0.48, -4.39)  -0.094
O (6.07, 1.81, -3.96)  -0.018
C (8.05, -0.33, -3.73)  -0.011
C (7.53, 0.55, -6.03)  -0.045
C (5.33, -0.36, -2.09)  -0.026
H (3.81, 1.72, -2.91)  0.075
H (2.75, 0.29, -2.86)  0.083
H (3.13, 0.91, -4.37)  0.084
H (3.80, -2.00, -3.26)  0.107
H (3.64, -1.38, -4.89)  0.122
H (5.13, -3.15, -5.17)  0.112
H (5.94, -2.90, -3.71)  0.107
H (6.03, -1.38, -6.33)  0.117
H (7.39, -2.22, -5.47)  0.127
H (8.02, 0.53, -3.07)  0.077
H (7.83, -1.23, -3.16)  0.071
H (9.03, -0.41, -4.20)  0.080
H (7.74, 1.60, -5.79)  0.082
H (8.44, 0.07, -6.38)  0.087
H (6.81, 0.58, -6.86)  0.083
H (4.53, -0.42, -1.35)  0.060
H (6.02, 0.43, -1.79)  0.082
H (5.88, -1.30, -2.00)  0.074
H (5.45, 2.35, -4.46)  0.102
C (-0.01, -7.50, 2.21)  -0.026
C (-1.30, -6.88, 2.74)  -0.522
C (-1.14, -6.38, 4.17)  -0.131
C (-0.31, -5.10, 4.28)  -0.178
C (-0.82, -4.01, 3.36)  -0.137
C (-1.03, -4.48, 1.91)  -0.502
N (-1.75, -5.74, 1.92)  -0.089
O (-1.97, -6.15, 0.58)  -0.023
C (-1.95, -3.43, 1.27)  -0.034
C (0.29, -4.51, 1.14)  -0.027
C (-2.40, -7.93, 2.67)  -0.043
H (0.89, -6.95, 2.50)  0.071
H (0.04, -7.42, 1.12)  0.084
H (0.11, -8.55, 2.47)  0.086
H (-2.09, -6.27, 4.70)  0.122
H (-0.53, -7.14, 4.69)  0.124
H (0.70, -5.34, 3.93)  0.099
H (-0.20, -4.77, 5.31)  0.110
H (-0.17, -3.13, 3.35)  0.111
H (-1.80, -3.68, 3.73)  0.114
H (-2.88, -3.37, 1.84)  0.080
H (-1.49, -2.44, 1.27)  0.073
H (-2.19, -3.69, 0.24)  0.051
H (0.56, -3.49, 0.84)  0.073
H (1.13, -4.89, 1.71)  0.072
H (0.14, -4.96, 0.15)  0.060
H (-2.39, -8.44, 1.71)  0.081
H (-3.39, -7.52, 2.87)  0.088
H (-2.21, -8.67, 3.46)  0.088
H (-2.90, -6.42, 0.58)  0.104
C (-3.57, 4.72, -4.88)  -0.062
C (-3.95, 4.35, -3.45)  -0.460
C (-5.18, 3.45, -3.47)  -0.043
O (-2.87, 3.65, -2.80)  -0.092
H (-2.58, 5.15, -4.98)  0.077
H (-4.29, 5.46, -5.24)  0.082
H (-3.68, 3.87, -5.57)  0.073
H (-4.06, 5.26, -2.87)  0.123
H (-5.75, 3.61, -2.55)  0.065
H (-4.91, 2.39, -3.41)  0.075
H (-5.89, 3.65, -4.27)  0.084
H (-2.77, 2.80, -3.25)  0.030
C (-7.00, 0.90, -1.49)  -0.042
C (-6.43, 0.48, -0.14)  -0.489
C (-6.80, 1.38, 1.02)  -0.051
O (-6.70, -0.90, 0.09)  -0.056
H (-7.99, 0.48, -1.69)  0.087
H (-6.35, 0.41, -2.22)  0.036
H (-7.06, 1.97, -1.69)  0.061
H (-5.34, 0.51, -0.22)  0.122
H (-6.21, 1.21, 1.92)  0.056
H (-7.86, 1.34, 1.31)  0.091
H (-6.65, 2.42, 0.72)  0.075
H (-7.25, -0.99, 0.88)  0.070
C (-0.23, 0.13, -4.88)  -0.021
C (-0.62, 1.55, -4.49)  -0.422
C (-0.08, 2.64, -5.40)  -0.042
O (-2.09, 1.68, -4.55)  -0.102
H (0.76, 0.21, -5.32)  0.072
H (-0.92, -0.24, -5.63)  0.089
H (-0.21, -0.52, -4.01)  0.049
H (-0.33, 1.76, -3.45)  0.103
H (-0.18, 3.62, -4.96)  0.080
H (-0.55, 2.53, -6.39)  0.096
H (0.98, 2.48, -5.61)  0.079
H (-2.23, 2.35, -5.22)  0.051
C (0.03, 0.99, 1.10)  -0.036
C (-0.41, 0.25, -0.14)  -0.457
C (-1.52, 0.92, -0.92)  -0.040
O (0.74, 0.07, -0.95)  -0.065
H (-0.74, 1.25, 1.83)  0.056
H (0.63, 1.86, 0.82)  0.068
H (0.74, 0.40, 1.70)  0.066
H (-0.81, -0.73, 0.17)  0.112
H (-1.55, 0.49, -1.92)  0.068
H (-1.38, 2.01, -1.03)  0.067
H (-2.49, 0.76, -0.45)  0.079
H (1.02, 0.97, -1.21)  0.048
C (-4.06, -0.80, 2.63)  -0.055
C (-5.06, -1.10, 3.74)  -0.467
C (-4.98, -0.10, 4.87)  -0.050
O (-6.34, -1.04, 3.12)  -0.060
H (-3.08, -1.24, 2.83)  0.058
H (-3.89, 0.26, 2.41)  0.076
H (-4.40, -1.28, 1.71)  0.075
H (-4.80, -2.11, 4.09)  0.135
H (-4.16, -0.30, 5.56)  0.074
H (-5.89, -0.08, 5.48)  0.079
H (-4.80, 0.89, 4.46)  0.074
H (-7.04, -0.77, 3.72)  0.090
C (1.16, -4.47, -3.94)  -0.056
C (1.27, -3.96, -2.52)  -0.441
C (0.12, -3.03, -2.17)  -0.035
O (1.20, -5.11, -1.62)  -0.093
H (1.45, -3.68, -4.64)  0.077
H (0.17, -4.85, -4.19)  0.086
H (1.84, -5.32, -4.07)  0.083
H (2.25, -3.54, -2.31)  0.116
H (-0.79, -3.61, -2.01)  0.082
H (0.04, -2.25, -2.93)  0.062
H (0.31, -2.49, -1.24)  0.061
H (0.65, -5.77, -2.04)  0.084
C (-4.50, -1.02, -3.59)  -0.047
C (-3.94, -2.32, -3.06)  -0.471
C (-3.45, -2.18, -1.62)  -0.038
O (-4.92, -3.35, -3.13)  -0.044
H (-5.09, -1.18, -4.50)  0.089
H (-3.78, -0.22, -3.78)  0.065
H (-5.28, -0.59, -2.95)  0.043
H (-3.11, -2.63, -3.70)  0.134
H (-2.95, -3.07, -1.26)  0.046
H (-4.33, -1.93, -1.01)  0.080
H (-2.80, -1.31, -1.50)  0.058
H (-5.72, -3.06, -2.67)  0.088
C (-0.64, 0.40, 4.42)  -0.047
C (0.39, 0.49, 5.53)  -0.466
C (0.19, -0.56, 6.62)  -0.050
O (1.68, 0.31, 4.88)  -0.079
H (-0.42, -0.49, 3.84)  0.081
H (-0.62, 1.28, 3.78)  0.059
H (-1.62, 0.30, 4.89)  0.071
H (0.50, 1.47, 6.00)  0.133
H (0.83, -0.36, 7.48)  0.077
H (0.40, -1.54, 6.21)  0.082
H (-0.85, -0.48, 6.96)  0.076
H (2.35, 0.09, 5.54)  0.080
C (2.90, 3.47, -0.16)  -0.037
C (1.69, 4.11, -0.87)  -0.424
C (2.18, 5.12, -1.91)  -0.046
O (1.08, 2.99, -1.59)  -0.095
H (2.70, 3.12, 0.85)  0.064
H (3.74, 4.17, -0.16)  0.081
H (3.19, 2.61, -0.77)  0.073
H (0.98, 4.51, -0.15)  0.102
H (3.14, 4.82, -2.33)  0.078
H (2.26, 6.08, -1.39)  0.085
H (1.46, 5.26, -2.71)  0.074
H (0.15, 3.17, -1.77)  0.065

---

Entry 2:
Here is a structure of composition C6H7AgLiO3 at a distorted geometry from the Open Molecules 2025 dataset. Energies are from wB97M-V/def2-TZVPD.

* F_max: 4.17 eV/Å
* spin multiplicity: 1
* energy relative to the best compared isomer or geometry (same formula, charge and spin): 5.997 eV
* total charge: +1

Last column: Löwdin charge in e.
Cartesian coordinates (Å):
O (0.66, -2.56, 1.79)  -0.090
C (-0.42, -1.18, 1.47)  -0.035
C (-0.23, -2.14, 0.31)  -0.330
O (-0.06, -1.64, -0.84)  -0.168
H (1.38, -2.07, 2.20)  0.060
H (-0.48, -0.75, 2.48)  0.101
H (-1.52, -1.09, 1.47)  0.102
H (-0.92, -3.01, 0.35)  0.167
Li (-0.60, -0.24, -1.87)  0.744
C (0.89, 0.58, 1.46)  -0.053
C (0.58, 1.39, 0.38)  -0.071
C (0.22, 1.98, -0.66)  -0.030
C (-0.28, 2.41, -1.87)  -0.334
O (-0.54, 1.59, -2.82)  -0.245
Ag (-0.77, 2.23, -5.58)  0.874
H (1.79, -0.03, 1.33)  0.100
H (0.77, 1.06, 2.43)  0.095
H (-0.47, 3.48, -2.03)  0.114

---

Entry 3:
Here is a cluster of 2 separate species, C5H14 in total at a distorted geometry from the Open Molecules 2025 dataset. Energies are from wB97M-V/def2-TZVPD.

* F_max: 5.25 eV/Å
* SMILES: CCC.CC
* spin multiplicity: 1
* energy relative to the best compared isomer or geometry (same formula, charge and spin): 2.428 eV

Last column: Löwdin charge in e.
Cartesian coordinates (Å):
C (-0.98, 0.98, -2.58)  -0.108
C (-1.63, 0.50, -1.23)  -0.351
C (-0.75, -0.55, -0.60)  -0.183
H (-0.27, -0.01, -2.70)  0.114
H (-1.76, 1.21, -3.24)  0.025
H (-0.38, 1.98, -2.33)  0.107
H (-1.88, 1.18, -0.42)  0.086
H (-2.63, 0.18, -1.51)  0.089
H (0.35, -0.55, -0.76)  0.075
H (-0.82, -0.62, 0.49)  0.040
H (-1.15, -1.60, -0.98)  0.116
C (1.59, -1.14, 1.88)  -0.126
C (1.28, 0.42, 2.19)  -0.118
H (1.64, -1.61, 2.79)  0.027
H (1.00, -1.44, 1.08)  -0.009
H (2.48, -1.41, 1.32)  0.060
H (2.22, 1.05, 1.72)  0.108
H (1.29, 0.65, 3.22)  0.019
H (0.40, 0.79, 1.66)  0.028

---

Entry 4:
Here is a structure of composition C25H43AsMoNO5Si4Te from the Open Molecules 2025 dataset. Energies are from wB97M-V/def2-TZVPD.

* F_max: 0.32 eV/Å
* spin multiplicity: 1
* energy relative to the best compared isomer or geometry (same formula, charge and spin): 0.000 eV
* total charge: +3

Last column: Löwdin charge in e.
Cartesian coordinates (Å):
Mo (0.44, -0.79, 0.25)  1.159
O (-5.17, 0.66, 2.42)  0.160
C (-4.00, 0.41, 1.88)  -0.239
C (-3.12, 1.41, 1.42)  0.128
C (-1.93, 1.00, 0.88)  -0.151
N (-1.60, -0.28, 0.76)  -0.002
C (-2.39, -1.23, 1.27)  -0.173
C (-3.60, -0.94, 1.83)  0.139
C (-1.70, -2.56, 1.23)  -0.461
O (-2.12, -3.61, 1.56)  0.215
O (-0.39, -2.38, 0.78)  -0.293
C (-0.77, 1.88, 0.47)  -0.428
O (-0.74, 3.05, 0.40)  0.231
O (0.33, 1.06, 0.23)  -0.288
H (-5.38, 1.60, 2.48)  0.152
H (-3.35, 2.46, 1.51)  0.154
H (-4.23, -1.72, 2.25)  0.160
C (-3.29, 0.75, -8.25)  -0.156
Si (-1.96, -0.02, -9.22)  0.904
C (-2.22, -1.63, -10.02)  -0.155
C (-0.42, 0.91, -9.49)  -0.155
Si (-0.06, -2.75, -3.60)  0.335
Te (1.27, -1.23, -2.31)  0.600
Si (1.29, -3.33, -5.49)  0.318
C (2.51, -4.52, -4.73)  -0.201
C (0.17, -4.15, -6.74)  -0.209
C (2.10, -1.79, -6.15)  -0.211
Si (-1.86, -3.96, -2.58)  0.351
C (-0.97, -5.03, -1.34)  -0.198
C (-2.69, -4.97, -3.90)  -0.205
C (-2.99, -2.67, -1.85)  -0.204
H (-3.77, 1.49, -8.90)  0.074
H (-2.91, 1.31, -7.39)  0.055
H (-4.06, 0.04, -7.94)  0.054
H (-2.74, -1.42, -10.97)  0.075
H (-2.88, -2.28, -9.45)  0.056
H (-1.29, -2.13, -10.28)  0.055
H (-0.63, 1.66, -10.27)  0.074
H (0.40, 0.29, -9.85)  0.055
H (-0.11, 1.48, -8.61)  0.056
H (2.02, -5.42, -4.34)  0.043
H (3.08, -4.06, -3.92)  0.029
H (3.21, -4.84, -5.50)  0.055
H (-0.37, -4.99, -6.31)  0.028
H (0.77, -4.54, -7.56)  0.051
H (-0.55, -3.45, -7.16)  0.018
H (2.47, -1.13, -5.37)  0.009
H (1.41, -1.21, -6.78)  0.021
H (2.96, -2.06, -6.77)  0.052
H (-0.38, -5.79, -1.84)  0.046
H (-1.72, -5.55, -0.72)  0.058
H (-0.33, -4.46, -0.67)  0.011
H (-1.98, -5.62, -4.43)  0.030
H (-3.21, -4.36, -4.64)  0.038
H (-3.43, -5.63, -3.44)  0.054
H (-2.44, -1.88, -1.35)  0.000
H (-3.68, -3.13, -1.14)  0.055
H (-3.60, -2.20, -2.63)  0.045
C (3.57, 0.27, 1.90)  -0.247
As (2.94, -1.24, 0.86)  1.035
C (2.96, -2.72, 2.10)  -0.250
C (4.35, -1.62, -0.43)  -0.348
C (5.68, -1.79, 0.25)  -0.333
C (6.53, -0.70, 0.43)  -0.063
C (7.74, -0.85, 1.08)  -0.055
C (8.12, -2.10, 1.55)  -0.055
C (7.29, -3.20, 1.37)  -0.056
C (6.08, -3.04, 0.72)  -0.066
H (4.57, 0.04, 2.25)  0.043
H (2.90, 0.42, 2.74)  0.042
H (3.58, 1.16, 1.28)  0.044
H (3.96, -2.81, 2.52)  0.043
H (2.69, -3.64, 1.59)  0.043
H (2.24, -2.53, 2.90)  0.040
H (4.37, -0.79, -1.14)  0.066
H (4.05, -2.52, -0.97)  0.062
H (6.24, 0.27, 0.04)  0.117
H (8.40, 0.00, 1.21)  0.116
H (9.07, -2.22, 2.06)  0.117
H (7.59, -4.17, 1.72)  0.116
H (5.44, -3.91, 0.56)  0.114

---

Entry 5:
Here is a cluster of 2 separate species, H3O6 in total at a distorted geometry from the Open Molecules 2025 dataset. Energies are from wB97M-V/def2-TZVPD.

* F_max: 3.74 eV/Å
* spin multiplicity: 1
* energy relative to the best compared isomer or geometry (same formula, charge and spin): 1.061 eV
* total charge: +1

Last column: Löwdin charge in e.
Cartesian coordinates (Å):
O (-1.57, -1.06, 0.00)  0.093
O (1.91, -0.85, 0.42)  0.120
O (-0.67, 1.58, 0.43)  0.175
O (-0.80, -0.62, 1.13)  0.057
O (1.40, 0.22, -0.10)  0.122
O (-0.06, 0.51, 0.88)  -0.099
H (-1.64, -2.00, -0.13)  0.139
H (2.50, -0.61, 1.23)  0.221
H (-1.19, 1.34, -0.37)  0.172